Record 1
This record from the OMol25 dataset describes a structure of composition C3OTb in a non-equilibrium geometry. The level of theory is wB97M-V/def2-TZVPD.

Values from the calculation:
Energy relative to the best compared isomer or geometry (same formula, charge and spin): 0.082 eV
Charge: +2
Spin multiplicity: 8
LUMO energy (alpha / beta): -11.61 / -11.60 eV

Last column: Löwdin charge in e.
CARTESIAN COORDINATES (ANGSTROEM)
C1 -0.75576 -0.89752 0.17470  0.256
C2 -0.69946 0.81260 -0.00345  0.123
O1 -1.79431 -0.03412 -0.09673  0.110
C3 0.41777 0.01012 -0.12322  -0.313
Tb1 2.83176 0.10892 0.04869  1.825

Atoms 1-2, force components in eV/Å:
-0.58 4.70 -2.19
1.30 -4.46 -1.34

Record 2
This record from the OMol25 dataset describes a cluster of 12 separate species, C40H101BN7O19 in total in a non-equilibrium geometry. The level of theory is wB97M-V/def2-TZVPD.

Values from the calculation:
Energy relative to the best compared isomer or geometry (same formula, charge and spin): 3.186 eV
Charge: -1
LUMO energy: 1.98 eV

Last column: Löwdin charge in e.
CARTESIAN COORDINATES (ANGSTROEM)
O1 2.38126 -0.67894 -2.98876  0.099
C1 1.71419 -0.40972 -1.97517  -0.283
O2 0.47554 -0.86949 -1.62279  0.191
B1 -0.08523 -0.07189 -0.52251  -0.880
O3 1.04666 0.79328 -0.06726  0.193
C2 2.07451 0.71030 -0.89593  -0.357
O4 3.10106 1.34968 -0.87608  0.136
O5 -0.58821 -1.01580 0.55590  0.162
C3 -1.89939 -0.76187 0.73739  -0.330
O6 -2.59958 -1.40705 1.49582  0.112
C4 -2.27169 0.48005 -0.16785  -0.311
O7 -1.23493 0.72605 -0.91845  0.247
O8 -3.38221 1.04912 -0.12461  0.083
C5 -2.75810 -5.40138 3.76260  -0.059
C6 -3.51775 -4.24120 4.49478  -0.420
C7 -2.52758 -3.83627 5.65715  -0.210
O9 -2.27042 -4.85032 6.63249  -0.202
C8 -3.23414 -4.82407 7.82322  -0.039
N1 -3.73202 -3.11186 3.67546  0.041
H1 -3.43776 -5.78560 3.00199  0.064
H2 -2.54777 -6.26033 4.39983  0.067
H3 -1.81633 -5.15168 3.27390  0.071
H4 -4.50678 -4.55098 4.83233  0.132
H5 -2.75999 -2.85830 6.07864  0.115
H6 -1.60339 -3.68914 5.09830  0.091
H7 -4.27000 -4.74218 7.49401  0.074
H8 -2.99879 -4.01102 8.50999  0.071
H9 -3.10039 -5.73517 8.40642  0.072
H10 -2.98552 -2.99225 3.00574  0.042
H11 -4.50316 -3.18576 3.02741  0.070
C9 -5.48816 3.57493 -1.42111  -0.054
C10 -6.01839 3.59446 0.05438  -0.381
C11 -7.15554 2.58966 0.35009  -0.199
O10 -7.58364 2.84200 1.69642  -0.194
C12 -8.86252 2.23455 1.92206  -0.109
N2 -4.82423 3.34355 0.89498  0.068
H12 -6.14801 3.88353 -2.23195  0.064
H13 -4.99019 2.64289 -1.68840  0.067
H14 -4.64460 4.26489 -1.44248  0.051
H15 -6.38439 4.57971 0.34322  0.130
H16 -6.80500 1.60667 0.03555  0.125
H17 -7.98153 3.01606 -0.21915  0.113
H18 -8.68159 1.16266 1.84195  0.080
H19 -9.62484 2.57034 1.21906  0.073
H20 -9.26189 2.55607 2.88395  0.085
H21 -4.19479 4.09778 0.66037  0.022
H22 -4.36597 2.57866 0.42058  0.014
C13 -1.59789 2.25464 3.78941  -0.051
C14 -3.12433 2.29647 4.01263  -0.462
C15 -3.79210 0.96609 3.51378  -0.165
O11 -5.20774 1.14435 3.77214  -0.168
C16 -5.90434 0.12032 3.11112  -0.122
N3 -3.60060 2.67961 5.29512  0.050
H23 -1.34577 1.93631 2.77788  0.060
H24 -1.37240 1.45052 4.48987  0.063
H25 -1.02008 3.13017 4.08552  0.078
H26 -3.39396 3.08731 3.31265  0.118
H27 -3.38488 0.09493 4.02697  0.120
H28 -3.48828 1.01563 2.46815  0.092
H29 -6.78951 -0.08345 3.71367  0.090
H30 -5.34497 -0.80687 2.98648  0.060
H31 -6.06381 0.43123 2.07865  0.072
H32 -3.10438 2.06284 5.92238  0.065
H33 -3.12524 3.52768 5.56880  0.067
C17 0.21892 -4.26081 -2.52071  -0.055
C18 -1.28874 -4.55880 -2.65241  -0.382
C19 -2.25806 -3.82581 -1.72597  -0.223
O12 -3.60817 -4.23232 -1.88873  -0.196
C20 -4.51274 -3.49864 -0.96590  -0.056
N4 -1.68841 -4.17273 -4.03698  0.028
H34 0.77209 -4.85449 -3.24848  0.081
H35 0.66959 -4.21194 -1.52945  0.056
H36 0.34588 -3.19822 -2.72784  0.057
H37 -1.41320 -5.64034 -2.59867  0.133
H38 -2.28783 -2.75220 -1.91188  0.116
H39 -2.01444 -3.94412 -0.67015  0.124
H40 -5.55559 -3.75532 -1.15210  0.081
H41 -4.32559 -2.43000 -1.07115  0.076
H42 -4.36325 -3.69674 0.09547  0.069
H43 -1.76764 -3.16613 -4.06131  0.064
H44 -2.59399 -4.56742 -4.24729  0.059
C21 4.83928 -3.00182 0.44578  -0.055
C22 3.60469 -2.88860 -0.47889  -0.402
C23 3.83108 -3.66314 -1.86736  -0.148
O13 5.12014 -3.37401 -2.41581  -0.218
C24 5.44204 -3.89429 -3.69465  -0.095
N5 2.40665 -3.25088 0.22462  0.064
H45 4.70257 -2.74176 1.49543  0.068
H46 5.80441 -2.58752 0.15424  0.069
H47 5.10662 -4.05822 0.47142  0.070
H48 3.52765 -1.82458 -0.70258  0.104
H49 3.09404 -3.44980 -2.64155  0.100
H50 3.79365 -4.73942 -1.69908  0.117
H51 5.24112 -4.96413 -3.75098  0.090
H52 6.46301 -3.56173 -3.88208  0.082
H53 4.96511 -3.30998 -4.48156  0.067
H54 1.68371 -2.94304 -0.40996  0.038
H55 2.35960 -2.80623 1.13025  0.037
C25 0.97410 -2.69908 3.72126  -0.078
C26 0.93763 -1.19634 3.63379  -0.397
C27 1.69643 -0.54684 4.85521  -0.185
O14 1.69851 0.87748 4.85141  -0.201
C28 2.34404 1.32570 6.02831  -0.114
N6 1.67800 -0.87012 2.43185  0.069
H56 0.55017 -3.05514 4.66019  0.058
H57 1.93034 -3.21876 3.66091  0.083
H58 0.27005 -3.12548 3.00671  0.075
H59 -0.10437 -0.90211 3.50824  0.134
H60 2.74557 -0.84197 4.87276  0.124
H61 1.25640 -0.92019 5.77992  0.116
H62 2.13659 2.38057 6.20809  0.085
H63 3.39883 1.14634 5.82010  0.092
H64 1.91627 0.89664 6.93442  0.084
H65 2.07471 0.01976 2.69799  0.071
H66 0.96727 -0.49963 1.81728  0.037
C29 4.55515 5.31621 -5.09641  -0.074
C30 3.63171 4.09120 -4.89630  -0.386
C31 2.10743 4.27967 -5.40490  -0.145
O15 1.21629 3.12516 -5.40092  -0.216
C32 1.21509 2.36432 -4.11946  -0.059
N7 4.23275 2.92000 -5.58259  0.050
H67 5.60418 5.03256 -5.18115  0.066
H68 4.58002 6.04453 -4.28583  0.062
H69 4.37317 5.79816 -6.05699  0.067
H70 3.60711 3.87296 -3.82866  0.109
H71 1.97164 4.56554 -6.44794  0.121
H72 1.65981 4.97250 -4.69235  0.107
H73 0.64408 1.43651 -4.15444  0.087
H74 0.79066 3.01741 -3.35695  0.085
H75 2.21085 1.97195 -3.91302  0.051
H76 4.70631 2.34437 -4.90105  0.031
H77 3.43533 2.32197 -5.74568  0.010
C33 -0.51032 3.90719 0.07230  -0.071
C34 -1.69704 4.62117 -0.57229  -0.276
O16 -2.48888 5.05523 0.53673  -0.098
H78 -0.70197 3.22102 0.89726  0.065
H79 0.19205 4.54314 0.61113  0.070
H80 0.22141 3.50360 -0.62754  0.062
H81 -2.23645 3.97977 -1.26924  0.099
H82 -1.40486 5.47943 -1.17736  0.110
H83 -2.90820 5.86650 0.24073  0.086
C35 2.88091 -0.16403 -6.57028  -0.081
C36 3.45346 -1.39551 -6.03460  -0.362
O17 3.57374 -2.43329 -7.00313  -0.068
H84 1.99711 -0.35347 -7.17948  0.088
H85 3.62828 0.26356 -7.23864  0.088
H86 2.73084 0.59305 -5.80060  0.045
H87 2.94029 -1.68516 -5.11761  0.092
H88 4.43603 -1.19396 -5.60794  0.097
H89 2.86617 -3.06266 -6.84560  0.079
C37 6.92391 -0.19831 -3.40902  -0.059
C38 5.77713 0.64746 -2.91780  -0.326
O18 4.85432 0.75465 -3.94664  -0.100
H90 7.23233 0.14275 -4.39728  0.077
H91 6.54301 -1.20989 -3.54947  0.054
H92 7.82360 -0.21693 -2.79397  0.075
H93 5.97256 1.65721 -2.55682  0.109
H94 5.35991 0.24166 -1.99619  0.106
H95 4.02455 0.69808 -3.46719  0.048
C39 5.48622 3.35204 0.60867  -0.073
C40 4.41486 4.32398 0.01767  -0.322
O19 4.63996 5.56258 0.60384  -0.092
H96 6.47085 3.54258 0.18169  0.070
H97 5.06932 2.34551 0.57393  0.053
H98 5.63509 3.46381 1.68265  0.063
H99 3.38536 4.05720 0.25652  0.104
H100 4.67343 4.39133 -1.03908  0.098
H101 3.92778 6.16575 0.37892  0.079

Atoms 1-2, force components in eV/Å:
-2.16 0.53 3.19
0.15 0.20 -1.55

Record 3
This record from the OMol25 dataset describes a cluster of 8 separate species, C40H102N6O14 in total in a non-equilibrium geometry. The level of theory is wB97M-V/def2-TZVPD.

Values from the calculation:
Energy relative to the best compared isomer or geometry (same formula, charge and spin): 0.000 eV
Charge: +1
Spin multiplicity: 2
LUMO energy (alpha / beta): -2.05 / -7.04 eV

Last column: Löwdin charge in e.
CARTESIAN COORDINATES (ANGSTROEM)
C1 -8.41089 -23.55111 15.00434  -0.103
O1 -7.59060 -22.81357 15.91458  -0.189
C2 -6.55472 -22.11938 15.19788  -0.225
C3 -5.87493 -21.10877 16.12285  -0.191
N1 -5.16522 -21.75969 17.23476  -0.059
C4 -4.77253 -20.76303 18.32593  -0.131
C5 -4.54326 -21.50506 19.66844  -0.227
O2 -5.56535 -22.40359 19.98172  -0.199
C6 -5.53307 -22.91161 21.33646  -0.074
H1 -9.26404 -23.93835 15.56138  0.088
H2 -7.81805 -24.33589 14.53453  0.086
H3 -8.90661 -22.92991 14.25836  0.085
H4 -7.02616 -21.49753 14.43687  0.114
H5 -5.89221 -22.82103 14.69105  0.116
H6 -6.71046 -20.53010 16.51669  0.123
H7 -5.16451 -20.50896 15.55396  0.102
H8 -5.84939 -22.32735 17.71409  0.095
H9 -5.59856 -20.05828 18.42136  0.116
H10 -3.85060 -20.24929 18.05353  0.101
H11 -4.40103 -20.74651 20.43816  0.123
H12 -3.61179 -22.06387 19.57781  0.107
H13 -6.02953 -22.11475 21.89022  0.091
H14 -4.55825 -23.21639 21.71716  0.071
H15 -6.25702 -23.71351 21.48118  0.089
C7 2.65063 -25.15204 17.68007  -0.147
O3 1.45312 -25.79971 17.80766  -0.238
C8 0.83528 -25.72276 19.13276  -0.134
C9 -0.20145 -26.87129 19.14274  -0.192
N2 0.50365 -28.08730 18.76169  -0.054
C10 -0.40172 -29.26703 18.72168  -0.169
C11 0.29944 -30.51937 18.17614  -0.210
O4 0.65219 -30.33780 16.81993  -0.228
C12 1.06631 -31.52886 16.14790  -0.099
H16 3.54716 -25.67880 18.00700  0.093
H17 2.68375 -24.20555 18.21969  0.090
H18 2.73534 -24.93848 16.61455  0.075
H19 0.53009 -24.69981 19.35303  0.122
H20 1.59307 -26.05930 19.84029  0.118
H21 -0.82811 -26.60642 18.29112  0.089
H22 -0.79496 -27.01959 20.04486  0.096
H23 0.87409 -27.90865 17.83921  0.084
H24 -1.25495 -28.99821 18.09892  0.114
H25 -0.70445 -29.50935 19.74038  0.117
H26 -0.32601 -31.41042 18.23056  0.123
H27 1.24469 -30.68873 18.69180  0.126
H28 1.46328 -31.12619 15.21603  0.071
H29 0.25241 -32.17343 15.81594  0.088
H30 1.86073 -32.10673 16.62020  0.095
C13 0.13921 -22.93097 12.42045  -0.083
O5 -0.10459 -24.21634 12.90448  -0.181
C14 0.97122 -24.81829 13.60845  -0.182
C15 0.50637 -26.08364 14.34637  -0.134
N3 0.04968 -27.14110 13.51764  0.220
C16 -0.17524 -28.39761 14.24455  -0.072
C17 -1.08422 -29.41693 13.52089  -0.182
O6 -2.41081 -29.14754 13.94632  -0.181
C18 -3.37220 -29.81455 13.18598  -0.106
H31 -0.71310 -22.52871 11.87286  0.094
H32 0.97314 -23.01707 11.72385  0.098
H33 0.36046 -22.24444 13.23766  0.077
H34 1.35147 -24.09391 14.32872  0.124
H35 1.80844 -25.18625 13.01536  0.134
H36 -0.33289 -25.80424 14.98332  0.155
H37 1.28124 -26.32353 15.07446  0.139
H38 -0.70053 -26.78914 12.94022  0.179
H39 -0.62441 -28.06571 15.18059  0.149
H40 0.70731 -28.96681 14.53643  0.132
H41 -0.79137 -30.43693 13.76970  0.122
H42 -1.04391 -29.43107 12.43173  0.130
H43 -3.06283 -30.85970 13.17771  0.094
H44 -3.44169 -29.50770 12.14237  0.090
H45 -4.38385 -29.67262 13.56612  0.100
C19 0.97215 -28.23410 23.13079  -0.097
O7 -0.10740 -27.33390 23.07591  -0.184
C20 -1.32314 -27.94311 23.29827  -0.247
C21 -2.53307 -26.96348 23.07808  -0.200
N4 -2.72008 -26.80292 21.66670  -0.095
C22 -3.79187 -25.88222 21.28450  -0.158
C23 -3.94739 -25.90801 19.70410  -0.178
O8 -2.75380 -25.50815 19.07256  -0.205
C24 -3.04047 -25.18861 17.73047  -0.116
H46 0.86568 -29.10909 22.48957  0.086
H47 0.98150 -28.58321 24.16332  0.088
H48 1.86978 -27.64241 22.95116  0.093
H49 -1.45605 -28.27358 24.32842  0.116
H50 -1.54620 -28.82560 22.69864  0.119
H51 -2.46837 -25.99892 23.58162  0.120
H52 -3.41249 -27.51669 23.40775  0.119
H53 -1.82904 -26.44339 21.35544  0.074
H54 -3.47353 -24.93460 21.71899  0.094
H55 -4.74869 -26.13790 21.73974  0.120
H56 -4.69323 -25.15369 19.45338  0.106
H57 -4.25813 -26.83498 19.22216  0.124
H58 -2.15925 -25.10218 17.09478  0.064
H59 -3.51713 -24.24262 17.47356  0.077
H60 -3.61256 -25.99339 17.26878  0.092
C25 2.28989 -17.57061 17.23077  -0.104
O9 1.13638 -17.88118 16.43651  -0.200
C26 1.17907 -19.16213 15.70620  -0.184
C27 -0.05391 -19.18162 14.83366  -0.238
N5 0.05982 -18.21170 13.76557  -0.035
C28 -1.13942 -18.16403 12.93435  -0.208
C29 -0.97282 -17.29771 11.71365  -0.229
O10 -0.72942 -15.91465 12.01206  -0.198
C30 -0.43455 -15.09339 10.78988  -0.053
H61 2.35498 -16.49966 17.42293  0.088
H62 3.24776 -17.96485 16.89145  0.082
H63 2.16604 -18.06509 18.19423  0.071
H64 1.08940 -19.95969 16.44372  0.097
H65 2.12653 -19.41645 15.23107  0.122
H66 -0.92273 -19.13353 15.49011  0.120
H67 -0.18242 -20.12876 14.30972  0.095
H68 0.22121 -17.32240 14.21633  0.110
H69 -2.01741 -17.82417 13.48364  0.115
H70 -1.41672 -19.17798 12.64605  0.107
H71 -1.89440 -17.29285 11.13163  0.103
H72 -0.22080 -17.72561 11.05072  0.120
H73 -1.23919 -15.23859 10.06906  0.079
H74 0.53968 -15.35632 10.37775  0.077
H75 -0.28143 -14.03785 11.01452  0.079
C31 -4.97717 -19.65029 5.92352  -0.139
O11 -4.91582 -19.01872 7.16044  -0.178
C32 -6.18228 -18.83355 7.74567  -0.224
C33 -6.06488 -17.99614 9.03261  -0.186
N6 -5.78902 -18.86010 10.21533  -0.053
C34 -5.27989 -18.05376 11.28498  -0.240
C35 -4.92416 -18.83353 12.54277  -0.199
O12 -3.99201 -19.85424 12.19896  -0.180
C36 -3.79478 -20.84355 13.13040  -0.132
H76 -5.64118 -19.18637 5.19415  0.088
H77 -5.32385 -20.68008 6.00979  0.082
H78 -3.99813 -19.79616 5.46713  0.088
H79 -6.74014 -19.75435 7.91603  0.126
H80 -6.76308 -18.23147 7.04691  0.116
H81 -6.98935 -17.44636 9.20924  0.113
H82 -5.35027 -17.17986 8.92719  0.113
H83 -5.08544 -19.51946 9.91483  0.103
H84 -6.05970 -17.33755 11.54393  0.127
H85 -4.39849 -17.49380 10.97243  0.105
H86 -5.84487 -19.05985 13.08052  0.121
H87 -4.40915 -18.09605 13.15840  0.111
H88 -3.45441 -20.55362 14.12448  0.067
H89 -3.01832 -21.48110 12.70761  0.087
H90 -4.72326 -21.38510 13.31129  0.074
C37 -1.09861 -18.10931 21.11045  -0.079
C38 -1.24275 -18.35770 19.59201  -0.314
O13 -2.52759 -17.97440 19.15299  -0.081
H91 -0.32212 -18.66016 21.64124  0.065
H92 -2.00443 -18.38220 21.65187  0.074
H93 -0.70997 -17.11883 21.34706  0.071
H94 -0.96532 -19.36982 19.29749  0.095
H95 -0.50246 -17.81367 19.00542  0.095
H96 -2.70329 -17.10575 19.52200  0.085
C39 -0.39929 -22.68846 16.50974  -0.060
C40 -1.62767 -21.97711 17.06916  -0.298
O14 -2.59402 -22.09448 16.02860  -0.098
H97 0.08188 -22.00556 15.80960  0.051
H98 -0.63053 -23.62525 16.00274  0.053
H99 0.20424 -22.96913 17.37292  0.070
H100 -1.49381 -20.95104 17.41174  0.098
H101 -1.99659 -22.49668 17.95350  0.088
H102 -3.45340 -21.89583 16.40755  0.010

Atoms 1-2, force components in eV/Å:
-0.19 0.28 0.74
0.29 0.24 -0.77

no.,E_tot (Ha)
1,-1012.9988
2,-3422.3501
3,-2966.4386